The molecule C2H5F2N. Source: the Open Molecules 2025 dataset; level of theory: ωB97M-V with the def2-TZVPD basis set.

CARTESIAN COORDINATES (ANGSTROEM)
C1 -1.15044 -0.11954 -0.42778
C2 0.30775 -0.28065 -0.10913
N1 0.91961 0.48875 1.10886
F1 0.62087 -1.57725 0.08556
F2 1.04732 0.09485 -1.21059
H1 -1.74934 -0.68559 0.27623
H2 -1.44294 0.92327 -0.43002
H3 -1.28459 -0.53150 -1.43040
H4 0.84563 1.47956 0.93269
H5 1.88612 0.20811 1.20458

Net charge: 0
Frontier orbital gap in eV: 11.4
SMILES: CC(N)(F)F
Relative energy (zero: lowest compared OMol25 entry of this formula, charge and spin) in kcal per mole: 0.0

In the natural (NBO) picture, each atom carries the following charge in e: number 1, C, carries -0.681; number 2, C, carries 0.813; number 3, N, carries -0.866; number 4, F, carries -0.340; number 5, F, carries -0.368; number 6, H, carries 0.237; number 7, H, carries 0.228; number 8, H, carries 0.238; number 9, H, carries 0.364; number 10, H, carries 0.375


The molecule C2H5F2N2P. Source: the Open Molecules 2025 dataset; level of theory: ωB97M-V with the def2-TZVPD basis set.

CARTESIAN COORDINATES (ANGSTROEM)
C1 0.91313 -2.04639 -1.74919
N1 1.06432 -0.86557 -1.37066
P1 0.24758 -0.26489 0.52857
F1 1.60256 -0.37673 1.40403
F2 -0.27735 -1.70732 1.04158
N2 -0.81700 0.72591 0.96998
C2 -1.03468 2.12852 0.82418
H1 1.02028 -2.32933 -2.71748
H2 0.57394 -2.90333 -1.03559
H3 -0.31746 2.83192 1.29801
H4 -0.97836 2.36502 -0.16690
H5 -1.99697 2.44218 0.97347

Net charge: 0
Frontier orbital gap (spin up / spin down) in eV: 9.1 / 9.1
SMILES: C=NP(F)(F)=NC
Relative energy (zero: lowest compared OMol25 entry of this formula, charge and spin) in kcal per mole: 52.5

In the natural (NBO) picture, each atom carries the following charge in e: number 1, C, carries -0.056; number 2, N, carries -0.574; number 3, P, carries 2.223; number 4, F, carries -0.556; number 5, F, carries -0.561; number 6, N, carries -0.999; number 7, C, carries -0.410; number 8, H, carries 0.178; number 9, H, carries 0.165; number 10, H, carries 0.191; number 11, H, carries 0.196; number 12, H, carries 0.204


The molecule C2H5F2PS2. Source: the Open Molecules 2025 dataset; level of theory: ωB97M-V with the def2-TZVPD basis set.

CARTESIAN COORDINATES (ANGSTROEM)
C1 -1.32801 0.65602 0.20470
C2 -1.02582 -0.79250 -0.11602
S1 0.08878 -1.51064 1.16263
P1 2.00327 0.02181 0.16194
F1 1.48425 -0.18033 -1.37022
F2 3.20935 -1.01965 -0.10405
S2 2.58324 1.82578 0.64878
H1 -1.76723 0.93651 1.09783
H2 -0.50156 1.19763 -0.04949
H3 -2.04124 0.93826 -0.47437
H4 -0.68658 -0.79565 -1.17302
H5 -2.01845 -1.27725 0.01130

Net charge: 0
Frontier orbital gap in eV: 7.6
SMILES: CCSP(F)(F)=S
Relative energy (zero: lowest compared OMol25 entry of this formula, charge and spin) in kcal per mole: 28.7

In the natural (NBO) picture, each atom carries the following charge in e: number 1, C, carries -0.610; number 2, C, carries -0.542; number 3, S, carries 0.031; number 4, P, carries 1.580; number 5, F, carries -0.577; number 6, F, carries -0.560; number 7, S, carries -0.424; number 8, H, carries 0.217; number 9, H, carries 0.200; number 10, H, carries 0.208; number 11, H, carries 0.242; number 12, H, carries 0.234


A cluster of 2 separate species, C2H5F3N2 in total. Source: the Open Molecules 2025 dataset; level of theory: ωB97M-V with the def2-TZVPD basis set.

CARTESIAN COORDINATES (ANGSTROEM)
C1 0.11799 0.15052 0.19722
C2 3.21457 0.16970 0.11753
N1 -0.20006 -1.12423 0.00485
N2 -0.91689 0.97917 0.15755
F1 3.57666 0.05528 -1.16576
F2 3.89367 1.18740 0.64462
F3 3.60181 -0.94819 0.74321
H1 2.09416 0.31400 0.20796
H2 -1.15645 -1.43885 -0.16098
H3 0.51421 -1.83008 -0.00033
H4 -0.77781 1.96587 0.28210
H5 -1.87563 0.66733 -0.01126

Net charge: 0
Frontier orbital gap in eV: 9.6
Relative energy (zero: lowest compared OMol25 entry of this formula, charge and spin) in kcal per mole: 0.0

In the natural (NBO) picture, each atom carries the following charge in e: number 1, C, carries 0.183; number 2, C, carries 0.787; number 3, N, carries -0.801; number 4, N, carries -0.799; number 5, F, carries -0.345; number 6, F, carries -0.339; number 7, F, carries -0.348; number 8, H, carries 0.162; number 9, H, carries 0.352; number 10, H, carries 0.400; number 11, H, carries 0.400; number 12, H, carries 0.349


A cluster of 2 separate species, C2H5F3N3OP in total. Source: the Open Molecules 2025 dataset; level of theory: ωB97M-V with the def2-TZVPD basis set.

CARTESIAN COORDINATES (ANGSTROEM)
C1 0.88491 -0.22399 -0.71938
C2 1.28030 -1.57081 -0.22973
N1 -2.86692 -2.38588 -0.30034
N2 1.93335 0.76087 -0.43277
N3 -2.81154 0.25329 0.69552
O1 -0.17881 0.34450 -0.13246
F1 2.22211 -2.10512 -0.99491
F2 1.86672 -1.57936 0.98491
F3 0.31317 -2.44017 -0.28309
P1 -2.07810 -1.11026 -0.00729
H1 0.72353 -0.55248 -1.77183
H2 1.58823 1.69920 -0.52680
H3 2.26531 0.38302 0.47124
H4 -3.72654 0.43278 0.42333
H5 -2.14031 0.97221 0.87720

Net charge: 0
Frontier orbital gap (spin up / spin down) in eV: 8.1 / 7.3
Relative energy (zero: lowest compared OMol25 entry of this formula, charge and spin) in kcal per mole: 61.2

In the natural (NBO) picture, each atom carries the following charge in e: number 1, C, carries 0.133; number 2, C, carries 0.935; number 3, N, carries -0.805; number 4, N, carries -0.784; number 5, N, carries -1.131; number 6, O, carries -0.595; number 7, F, carries -0.323; number 8, F, carries -0.335; number 9, F, carries -0.300; number 10, P, carries 1.426; number 11, H, carries 0.159; number 12, H, carries 0.393; number 13, H, carries 0.390; number 14, H, carries 0.409; number 15, H, carries 0.428


A structure of composition C2H5F6N3O13S6V. Source: the Open Molecules 2025 dataset; level of theory: ωB97M-V with the def2-TZVPD basis set.

CARTESIAN COORDINATES (ANGSTROEM)
V1 -22.49654 12.33235 -11.14917
C1 -25.60494 15.49318 -9.84699
C2 -25.47015 14.10843 -10.31572
O1 -24.14362 13.72128 -10.58304
H1 -26.58332 15.95332 -9.70870
H2 -25.09154 16.19129 -10.50816
H3 -25.24996 15.45192 -8.81724
H4 -26.17485 13.94874 -11.13180
H5 -25.77396 13.52935 -9.44367
N1 -20.74809 13.16515 -10.37295
S1 -19.47360 12.59062 -9.78670
O2 -19.19698 13.02619 -8.41866
O3 -18.41257 12.35590 -10.72524
F1 -19.93944 11.09197 -9.48605
S2 -20.15365 14.78251 -10.22990
O4 -18.85526 15.01272 -10.92546
O5 -20.35919 15.35920 -8.89024
F2 -21.29361 15.47743 -11.17242
N2 -22.12897 12.58729 -13.13305
S3 -21.18196 13.47320 -14.20757
O6 -21.36566 14.86571 -14.30736
O7 -20.64639 12.82777 -15.39239
F3 -19.88485 13.30509 -13.32258
S4 -23.19708 12.31793 -14.14887
O8 -23.05814 11.20805 -15.12574
O9 -24.08216 13.41644 -14.49225
F4 -24.24229 11.56833 -13.16738
N3 -22.84944 10.42996 -10.44688
S5 -24.00346 9.64345 -9.46212
O10 -23.50612 9.06871 -8.18646
O11 -25.18273 9.01674 -10.03811
F5 -24.67671 11.04272 -8.97122
S6 -22.12064 9.09526 -10.70264
O12 -22.72565 8.13111 -11.56609
O13 -21.11026 8.68831 -9.70072
F6 -21.12494 9.80626 -11.76366

Expectation value of S²: 6.01
Net charge: -1
Frontier orbital gap (spin up / spin down) in eV: 8.4 / 6.4
2S+1: 5

In the natural (NBO) picture, each atom carries the following charge in e: number 1, V, carries 1.425; number 2, C, carries -0.645; number 3, C, carries -0.136; number 4, O, carries -0.306; number 5, H, carries 0.233; number 6, H, carries 0.235; number 7, H, carries 0.220; number 8, H, carries 0.221; number 9, H, carries 0.266; number 10, N, carries -1.247; number 11, S, carries 2.448; number 12, O, carries -0.877; number 13, O, carries -0.874; number 14, F, carries -0.491; number 15, S, carries 2.336; number 16, O, carries -0.811; number 17, O, carries -0.839; number 18, F, carries -0.479; number 19, N, carries -1.226; number 20, S, carries 2.398; number 21, O, carries -0.849; number 22, O, carries -0.834; number 23, F, carries -0.482; number 24, S, carries 2.396; number 25, O, carries -0.835; number 26, O, carries -0.879; number 27, F, carries -0.518; number 28, N, carries -1.203; number 29, S, carries 2.318; number 30, O, carries -0.817; number 31, O, carries -0.835; number 32, F, carries -0.517; number 33, S, carries 2.393; number 34, O, carries -0.840; number 35, O, carries -0.834; number 36, F, carries -0.514


A cluster of 2 separate species, C2H5FIN in total. Source: the Open Molecules 2025 dataset; level of theory: ωB97M-V with the def2-TZVPD basis set.

CARTESIAN COORDINATES (ANGSTROEM)
C1 0.86181 -0.88993 -0.36191
C2 -0.75611 0.79681 0.37129
N1 0.43354 0.44951 -0.21412
F1 -1.23819 2.02340 -0.08069
I1 -2.27154 -0.63089 0.35989
H1 1.43516 -1.32534 0.42362
H2 -0.09079 -1.46251 -0.48886
H3 1.47631 -0.95338 -1.36850
H4 -0.65054 0.80357 2.07547
H5 0.80034 1.18875 -0.71619

Net charge: 0
Frontier orbital gap in eV: 8.8
Relative energy (zero: lowest compared OMol25 entry of this formula, charge and spin) in kcal per mole: 68.6

In the natural (NBO) picture, each atom carries the following charge in e: number 1, C, carries -0.415; number 2, C, carries 0.315; number 3, N, carries -0.684; number 4, F, carries -0.363; number 5, I, carries 0.118; number 6, H, carries 0.197; number 7, H, carries 0.207; number 8, H, carries 0.209; number 9, H, carries 0.011; number 10, H, carries 0.405


The molecule C2H5FN2O. Source: the Open Molecules 2025 dataset; level of theory: ωB97M-V with the def2-TZVPD basis set.

CARTESIAN COORDINATES (ANGSTROEM)
N1 -0.74726 0.72870 -1.52137
N2 0.35219 0.66897 -0.81568
C1 0.89284 0.18118 0.37684
O1 2.05996 0.22249 0.58510
C2 -0.04870 -0.72609 1.24292
F1 -1.10750 -1.42367 0.38773
H1 -1.57845 1.45016 -1.16845
H2 -1.22069 -0.13475 -1.52565
H3 1.28936 0.95888 -1.29406
H4 -0.54053 -0.24181 2.08370
H5 0.64878 -1.68407 1.64892

Net charge: 0
Frontier orbital gap in eV: 10.6
SMILES: NNC(=O)CF
Relative energy (zero: lowest compared OMol25 entry of this formula, charge and spin) in kcal per mole: 48.0

In the natural (NBO) picture, each atom carries the following charge in e: number 1, N, carries -0.604; number 2, N, carries -0.458; number 3, C, carries 0.625; number 4, O, carries -0.577; number 5, C, carries -0.056; number 6, F, carries -0.412; number 7, H, carries 0.328; number 8, H, carries 0.363; number 9, H, carries 0.369; number 10, H, carries 0.203; number 11, H, carries 0.217


The molecule C2H5FN2O. Source: the Open Molecules 2025 dataset; level of theory: ωB97M-V with the def2-TZVPD basis set.

CARTESIAN COORDINATES (ANGSTROEM)
N1 1.13093 1.16061 1.02302
C1 0.86262 0.62170 -0.18577
O1 1.58655 0.37632 -1.12333
C2 -0.90402 -0.06193 -0.16085
N2 -1.01290 -1.00126 -1.16525
F1 -0.89651 -0.65174 1.16360
H1 0.41983 0.80241 1.68692
H2 2.01406 1.16330 1.43389
H3 -1.58278 0.76714 -0.22824
H4 -0.02742 -1.40433 -1.28449
H5 -1.59037 -1.77222 -1.15951

Net charge: 0
Frontier orbital gap in eV: 10.6
SMILES: NC(=O)[C@@H](N)F
Relative energy (zero: lowest compared OMol25 entry of this formula, charge and spin) in kcal per mole: 7.0

In the natural (NBO) picture, each atom carries the following charge in e: number 1, N, carries -0.832; number 2, C, carries 0.678; number 3, O, carries -0.585; number 4, C, carries 0.261; number 5, N, carries -0.851; number 6, F, carries -0.418; number 7, H, carries 0.410; number 8, H, carries 0.397; number 9, H, carries 0.169; number 10, H, carries 0.383; number 11, H, carries 0.387


The molecule C2H5FN2O. Source: the Open Molecules 2025 dataset; level of theory: ωB97M-V with the def2-TZVPD basis set.

CARTESIAN COORDINATES (ANGSTROEM)
N1 0.79003 1.84776 -0.20920
N2 0.99679 0.42259 -0.46504
C1 0.36637 -0.67050 0.11704
O1 0.99421 -1.72246 0.00724
C2 -0.89522 -0.26827 0.76152
F1 -1.91092 0.00934 -0.23753
H1 0.20497 1.75306 0.89744
H2 -0.02552 2.05328 -1.10168
H3 1.71833 0.49814 -1.09311
H4 -0.85274 0.44421 1.55762
H5 -1.13510 -1.31288 1.26796

Net charge: 0
Frontier orbital gap in eV: 10.0
SMILES: NNC(=O)CF
Relative energy (zero: lowest compared OMol25 entry of this formula, charge and spin) in kcal per mole: 74.1

In the natural (NBO) picture, each atom carries the following charge in e: number 1, N, carries -0.629; number 2, N, carries -0.477; number 3, C, carries 0.586; number 4, O, carries -0.561; number 5, C, carries -0.061; number 6, F, carries -0.354; number 7, H, carries 0.339; number 8, H, carries 0.353; number 9, H, carries 0.396; number 10, H, carries 0.196; number 11, H, carries 0.212


| no. | DFT total energy (hartree) |
| --- | --- |
| 1 | -333.70184 |
| 2 | -729.76418 |
| 3 | -1416.68746 |
| 4 | -488.28949 |
| 5 | -959.53087 |
| 6 | -5153.74727 |
| 7 | -531.39782 |
| 8 | -363.73438 |
| 9 | -363.79981 |
| 10 | -363.69294 |